The following is a quantum chemistry calculation of one molecule with the formula C22H25N3O5, from the OMol25 dataset.

Geometry as XYZ:
```
55
Properties=species:S:1:pos:R:3
C 6.82 4.92 1.70
C 6.29 4.29 0.43
O 5.12 3.55 0.75
C 4.55 2.87 -0.27
O 5.02 2.89 -1.38
C 3.36 2.15 0.15
C 2.80 2.14 1.44
C 3.23 2.83 2.68
N 1.72 1.36 1.40
C 1.53 0.83 0.14
C 0.40 -0.04 -0.03
O -0.35 -0.31 0.89
C 0.16 -0.63 -1.42
N -1.01 -1.46 -1.40
C -0.94 -2.85 -1.20
O 0.07 -3.50 -1.21
N -2.22 -3.27 -1.07
C -3.18 -2.18 -1.00
C -4.22 -2.31 -2.13
C -5.27 -1.21 -2.08
C -3.85 -2.15 0.36
C -4.54 -3.28 0.79
C -5.15 -3.31 2.03
C -5.09 -2.20 2.85
C -4.41 -1.07 2.43
C -3.79 -1.04 1.20
C -2.27 -0.97 -1.26
O -2.59 0.18 -1.38
C 2.55 1.32 -0.67
C 2.78 1.04 -2.11
H 7.72 5.49 1.48
H 6.08 5.58 2.13
H 7.06 4.15 2.43
H 6.05 5.05 -0.32
H 7.03 3.61 -0.01
H 2.54 2.60 3.49
H 4.23 2.52 2.96
H 3.25 3.91 2.53
H 1.09 1.14 2.16
H 1.01 -1.26 -1.71
H 0.02 0.18 -2.15
H -2.44 -4.20 -0.77
H -3.69 -2.27 -3.09
H -4.70 -3.28 -2.05
H -4.79 -0.23 -2.10
H -5.94 -1.29 -2.93
H -5.85 -1.28 -1.17
H -4.60 -4.16 0.16
H -5.68 -4.19 2.35
H -5.58 -2.21 3.82
H -4.36 -0.20 3.07
H -3.26 -0.16 0.88
H 1.94 1.37 -2.71
H 2.91 -0.03 -2.28
H 3.68 1.56 -2.44
```

HOMO level = -8.70 eV
orbital gap = 9.32 eV
ΔE to the lowest compared entry with this formula, charge and spin = 0.000 eV
E_LUMO = 0.622 eV
SMILES = CCOC(=O)c1c(C)[nH]c(C(=O)CN2C(=O)N[C@@](CC)(c3ccccc3)C2=O)c1C

***

The following is a quantum chemistry calculation of C20H37N4O3SeSi2Ti as an isolated structure, from the OMol25 dataset.

Geometry as XYZ:
```
68
Properties=species:S:1:pos:R:3
Ti -0.20 -0.61 0.41
C 4.05 -0.97 1.72
C 2.94 -1.18 0.76
O 1.79 -0.71 1.01
N 3.15 -1.86 -0.35
C 2.07 -2.20 -1.28
C 1.16 -3.22 -0.65
C 1.37 -4.58 -0.86
C 0.60 -5.50 -0.16
C -0.36 -5.04 0.73
C -0.54 -3.68 0.85
N 0.19 -2.77 0.17
H 4.12 0.08 1.97
H 5.01 -1.32 1.34
H 3.82 -1.51 2.64
H 4.08 -2.22 -0.53
H 2.53 -2.61 -2.18
H 1.54 -1.29 -1.58
H 2.13 -4.90 -1.55
H 0.75 -6.56 -0.31
H -0.97 -5.71 1.31
H -1.30 -3.29 1.51
O 0.13 0.81 -0.74
O 0.13 1.48 0.54
C -2.84 1.22 -2.12
Si -2.49 -0.61 -1.96
C -3.98 -1.65 -2.34
C -1.05 -1.12 -3.05
C -2.01 -1.07 -0.14
Si -2.72 -0.31 1.44
C -1.15 -0.41 2.63
C -3.25 1.47 1.35
C -3.98 -1.46 2.18
H -2.89 1.47 -3.18
H -2.07 1.85 -1.67
H -3.80 1.50 -1.69
H -4.28 -1.50 -3.38
H -4.84 -1.41 -1.72
H -3.77 -2.72 -2.22
H -1.35 -1.04 -4.10
H -0.77 -2.16 -2.88
H -0.16 -0.49 -2.94
H -2.31 -2.12 -0.07
H -0.05 -0.46 2.48
H -1.32 -1.30 3.24
H -1.20 0.48 3.26
H -2.48 2.12 0.93
H -3.50 1.84 2.35
H -4.15 1.57 0.74
H -3.63 -2.48 2.27
H -4.88 -1.46 1.56
H -4.27 -1.11 3.18
C 0.48 5.08 2.38
N 0.64 5.06 0.92
C 0.32 6.09 0.09
C 0.63 5.69 -1.18
N 1.11 4.42 -1.10
C 1.51 3.63 -2.27
C 1.11 4.03 0.18
Se 1.72 2.38 0.85
H 0.23 6.10 2.67
H 1.42 4.80 2.86
H -0.32 4.41 2.68
H -0.06 7.02 0.46
H 0.54 6.21 -2.12
H 1.87 4.31 -3.04
H 0.66 3.06 -2.63
H 2.32 2.96 -1.99
```

HOMO level = -17.60 eV
orbital gap = 7.95 eV
net charge = +3
ΔE to the lowest compared entry with this formula, charge and spin = 0.000 eV
E_LUMO = -9.650 eV

***

The following is a quantum chemistry calculation of one molecule with the formula C5H9N3 in a non-equilibrium geometry, from the OMol25 dataset.

Geometry as XYZ:
```
17
Properties=species:S:1:pos:R:3
C -0.28 -0.88 2.81
C -0.26 -0.66 1.50
C -0.67 -1.52 0.33
N -0.54 -0.51 -0.69
C 0.18 0.54 -0.28
C 0.59 1.54 -1.26
N 0.45 0.93 -2.59
N 0.41 0.51 1.03
H -0.78 -1.77 3.17
H 0.15 -0.19 3.51
H -1.69 -1.96 0.35
H 0.01 -2.40 0.18
H -0.51 -0.64 -1.71
H -0.14 2.36 -1.19
H 1.61 1.95 -1.02
H 1.31 0.38 -2.72
H 0.42 1.62 -3.36
```

HOMO level = -7.54 eV
orbital gap = 8.27 eV
ΔE to the lowest compared entry with this formula, charge and spin = 1.168 eV
E_LUMO = 0.738 eV
SMILES = C=C1CNC(CN)=N1

***

The following is a quantum chemistry calculation of C45H40FeN14OS2Se as an isolated structure in a non-equilibrium geometry, from the OMol25 dataset.

Geometry as XYZ:
```
104
Properties=species:S:1:pos:R:3
Fe 1.12 -0.07 0.22
C 3.01 -1.19 3.26
C 1.64 -0.73 3.49
N 0.82 -0.46 2.53
C -0.40 -0.06 3.03
C -0.46 0.06 4.38
S 1.02 -0.45 5.06
C -1.49 0.06 2.10
C -2.81 0.06 2.41
S -3.73 0.26 0.99
C -2.31 0.28 0.05
N -1.19 0.15 0.74
C -2.42 0.50 -1.41
H 3.18 -1.48 2.22
H 3.24 -2.04 3.89
H 3.75 -0.42 3.52
H -1.28 0.41 4.98
H -3.27 -0.11 3.37
H -3.46 0.75 -1.63
H -2.14 -0.41 -1.94
H -1.78 1.30 -1.73
C 5.30 -1.36 -1.24
C 3.93 -1.14 -1.10
N 3.40 -0.30 -0.23
C 4.27 0.43 0.51
C 5.65 0.29 0.46
C 6.17 -0.66 -0.45
C 6.48 1.16 1.27
C 5.95 2.10 2.07
C 4.51 2.22 2.19
C 3.86 3.11 3.06
C 2.49 3.18 3.06
C 1.78 2.38 2.18
N 2.34 1.51 1.37
C 3.69 1.41 1.38
H 5.65 -2.06 -1.99
H 3.26 -1.70 -1.73
H 7.23 -0.82 -0.51
H 7.56 1.07 1.19
H 6.59 2.77 2.64
H 4.42 3.72 3.77
H 1.95 3.86 3.70
H 0.72 2.48 2.08
C -1.09 -5.02 1.88
N -0.22 -4.12 1.13
C -0.16 -2.80 1.20
N 0.67 -2.31 0.30
C 1.11 -3.42 -0.34
N 0.60 -4.54 0.15
C -2.52 -4.60 1.83
C -3.33 -4.82 2.94
C -4.67 -4.45 2.93
C -5.22 -3.85 1.80
C -4.42 -3.62 0.68
C -3.07 -4.03 0.69
C -4.91 -2.87 -0.47
N -6.09 -2.33 -0.65
N -6.04 -1.67 -1.82
C -4.88 -1.85 -2.36
O -4.09 -2.62 -1.53
C -4.34 -1.28 -3.58
C -5.02 -0.23 -4.22
C -4.36 0.46 -5.22
C -3.03 0.18 -5.56
C -2.38 -0.89 -4.95
C -0.93 -1.20 -5.21
N -0.08 -0.71 -4.12
C 0.00 -1.13 -2.87
N 0.80 -0.31 -2.15
C 1.21 0.56 -3.08
N 0.69 0.37 -4.27
C -3.06 -1.65 -4.00
H -0.71 -5.07 2.89
H -0.91 -6.00 1.42
H -0.78 -2.24 1.87
H 1.78 -3.46 -1.18
H -2.91 -5.28 3.82
H -5.28 -4.66 3.79
H -6.24 -3.52 1.80
H -2.45 -3.86 -0.18
H -6.00 0.06 -3.89
H -4.86 1.29 -5.70
H -2.50 0.82 -6.25
H -0.56 -0.71 -6.10
H -0.75 -2.26 -5.30
H -0.55 -1.96 -2.48
H 1.93 1.34 -2.90
H -2.58 -2.52 -3.56
C -1.56 5.01 0.51
N -0.15 5.29 0.30
C 0.47 6.48 0.62
C 1.76 6.36 0.26
N 1.92 5.11 -0.29
C 3.16 4.60 -0.81
C 0.75 4.46 -0.25
Se 0.35 2.78 -1.01
H -2.02 5.89 0.96
H -1.67 4.17 1.20
H -2.00 4.75 -0.45
H -0.04 7.31 1.08
H 2.56 7.07 0.31
H 3.79 5.44 -1.08
H 2.96 3.99 -1.67
H 3.67 3.98 -0.07
```

2S+1 = 5
HOMO level (alpha / beta) = -12.14 / -12.18 eV
orbital gap (alpha / beta) = 7.08 / 7.01 eV
net charge = +2
ΔE to the lowest compared entry with this formula, charge and spin = 0.000 eV
E_LUMO (alpha / beta) = -5.060 / -5.178 eV
<S²> = 6.008

***

The following is a quantum chemistry calculation of one molecule with the formula C47H73NO17 in a non-equilibrium geometry, from the OMol25 dataset.

Geometry as XYZ:
```
138
Properties=species:S:1:pos:R:3
C 7.18 4.44 4.62
H 7.11 5.22 3.87
H 7.83 4.78 5.42
H 6.19 4.24 5.01
C 7.75 3.18 3.97
H 8.80 3.34 3.71
C 7.62 1.93 4.85
C 8.20 2.20 6.24
H 7.67 3.00 6.75
H 9.25 2.47 6.16
H 8.12 1.31 6.86
H 6.56 1.69 4.95
C 8.34 0.67 4.27
O 9.59 0.97 3.72
H 9.49 1.48 2.90
H 8.56 0.01 5.11
C 7.43 -0.12 3.29
C 6.21 -0.59 4.00
C 4.93 -0.24 3.77
C 4.50 0.67 2.75
C 3.24 1.08 2.50
C 2.06 0.69 3.20
C 0.79 1.03 2.87
C 0.40 1.81 1.75
C -0.86 2.07 1.33
C -2.06 1.64 1.96
C -3.30 1.67 1.42
C -3.62 2.14 0.10
C -4.76 1.86 -0.56
C -5.86 1.07 -0.06
C -6.59 0.23 -0.79
C -6.31 -0.09 -2.24
C -4.92 -0.74 -2.42
H -4.86 -1.20 -3.41
H -4.18 0.06 -2.38
C -4.55 -1.75 -1.33
C -4.50 -3.21 -1.84
C -5.85 -3.53 -2.44
O -6.87 -3.62 -1.80
O -5.79 -3.63 -3.75
H -6.71 -3.69 -4.13
H -3.73 -3.30 -2.62
C -4.16 -4.12 -0.65
O -4.10 -5.47 -1.02
H -3.39 -5.59 -1.67
C -2.85 -3.65 -0.02
H -2.68 -4.20 0.91
H -2.03 -3.85 -0.70
C -2.87 -2.15 0.31
O -3.76 -1.96 1.36
H -3.80 -1.02 1.57
C -1.46 -1.66 0.70
H -1.55 -0.72 1.24
H -1.02 -2.40 1.38
C -0.52 -1.42 -0.49
O -0.79 -0.16 -1.08
H -1.74 -0.13 -1.23
C 0.95 -1.46 -0.06
H 1.17 -2.44 0.35
H 1.12 -0.72 0.73
C 1.89 -1.16 -1.23
O 1.89 0.22 -1.53
H 0.96 0.50 -1.49
H 1.54 -1.72 -2.12
C 3.33 -1.64 -0.93
C 4.27 -1.34 -2.13
H 4.70 -2.28 -2.47
C 5.42 -0.37 -1.83
H 6.19 -0.51 -2.59
H 5.85 -0.63 -0.86
C 5.01 1.11 -1.84
C 6.22 2.05 -1.92
H 5.86 3.07 -2.03
H 6.79 1.80 -2.81
C 7.19 2.00 -0.73
H 7.25 0.97 -0.35
O 8.45 2.39 -1.22
H 9.05 2.45 -0.47
C 6.73 2.92 0.41
C 7.64 2.82 1.61
O 8.83 2.60 1.53
O 7.00 3.02 2.74
H 6.77 3.95 0.06
H 5.70 2.69 0.69
H 4.42 1.28 -2.76
O 4.20 1.45 -0.73
H 3.29 1.15 -0.94
H 3.67 -0.93 -2.95
O 3.80 -1.18 0.30
H 3.97 -0.22 0.22
H 3.27 -2.73 -0.81
H -0.68 -2.20 -1.25
O -3.27 -1.38 -0.82
H -4.98 -4.06 0.08
H -5.28 -1.72 -0.52
H -6.34 0.82 -2.84
O -7.37 -0.94 -2.69
C -7.71 -0.82 -4.04
O -8.10 0.47 -4.42
C -9.35 0.97 -3.93
C -9.28 1.51 -2.50
H -9.19 0.72 -1.77
H -10.18 2.08 -2.29
H -8.42 2.18 -2.41
C -10.50 -0.03 -4.12
O -10.97 0.00 -5.45
H -10.22 -0.08 -6.05
C -10.14 -1.48 -3.72
N -10.15 -1.65 -2.28
H -10.30 -2.63 -2.04
H -9.26 -1.38 -1.88
H -10.92 -2.12 -4.14
C -8.79 -1.87 -4.38
O -8.41 -3.17 -4.04
H -8.31 -3.23 -3.06
H -8.91 -1.87 -5.47
H -11.35 0.28 -3.50
H -9.54 1.81 -4.60
H -6.82 -1.01 -4.67
H -7.40 -0.33 -0.35
H -6.10 1.17 1.00
H -4.86 2.21 -1.58
H -2.86 2.71 -0.41
H -4.13 1.28 2.00
H -1.97 1.23 2.96
H -0.97 2.63 0.41
H 1.20 2.22 1.14
H -0.01 0.64 3.49
H 2.20 0.06 4.07
H 3.11 1.76 1.67
H 5.28 1.08 2.12
H 4.17 -0.68 4.39
H 6.41 -1.29 4.80
C 8.20 -1.34 2.76
H 7.60 -1.88 2.03
H 9.13 -1.02 2.29
H 8.45 -2.02 3.57
H 7.17 0.51 2.44
```

HOMO level = -7.44 eV
orbital gap = 6.74 eV
ΔE to the lowest compared entry with this formula, charge and spin = 0.078 eV
E_LUMO = -0.705 eV

***

The following is a quantum chemistry calculation of C5H10O as an isolated structure in a non-equilibrium geometry, from the OMol25 dataset.

Geometry as XYZ:
```
16
Properties=species:S:1:pos:R:3
O -0.79 -1.70 1.35
C -0.99 -1.34 0.08
C -0.45 -0.20 -0.52
C -0.67 1.25 0.20
C 0.74 1.73 -0.04
C 1.02 0.24 -0.20
H -0.16 -1.08 1.76
H 1.08 -2.27 -1.04
H -1.64 -2.04 -0.44
H -0.69 -0.15 -1.59
H -0.91 1.11 1.25
H -1.49 1.75 -0.32
H 0.86 2.30 -0.97
H 1.21 2.26 0.79
H 1.38 -0.22 0.74
H 1.50 -1.63 -1.04
```

HOMO level (alpha / beta) = -7.53 / -6.80 eV
orbital gap (alpha / beta) = 8.25 / 7.04 eV
ΔE to the lowest compared entry with this formula, charge and spin = 5.677 eV
E_LUMO (alpha / beta) = 0.722 / 0.234 eV

***

The following is a quantum chemistry calculation of one molecule with the formula C3H8N2 in a non-equilibrium geometry, from the OMol25 dataset.

Geometry as XYZ:
```
13
Properties=species:S:1:pos:R:3
C 1.06 -1.44 1.12
C 0.63 -0.28 0.24
N -0.70 0.25 0.51
C -1.45 0.90 -0.34
N -1.03 1.40 -1.50
H 0.40 -2.25 0.81
H 2.09 -1.68 0.89
H 0.72 -1.39 2.18
H 1.35 0.58 0.32
H 0.59 -0.74 -0.82
H -2.48 1.29 -0.13
H -0.13 0.91 -1.66
H -1.04 2.43 -1.61
```

HOMO level = -8.78 eV
orbital gap = 9.80 eV
ΔE to the lowest compared entry with this formula, charge and spin = 2.232 eV
E_LUMO = 1.026 eV
SMILES = CC/N=C\N

***

The following is a quantum chemistry calculation of a 2-piece molecular cluster, C5H7O3S overall in a non-equilibrium geometry, from the OMol25 dataset.

Geometry as XYZ:
```
16
Properties=species:S:1:pos:R:3
C -0.11 2.03 0.47
C 0.47 1.02 -0.17
C -1.50 -0.71 -0.26
C -0.30 -1.50 -0.54
C 1.01 -0.10 0.49
O -2.08 -0.01 -1.05
O -1.75 -0.63 1.15
O 1.05 -0.37 1.65
S 2.59 -0.54 -0.47
H -0.63 2.92 0.00
H -0.12 2.14 1.61
H 0.69 0.95 -1.23
H -0.14 -1.49 -1.64
H -0.11 -2.41 -0.11
H -0.84 -0.57 1.61
H 1.78 -0.75 -1.49
```

HOMO level = -3.76 eV
orbital gap = 7.12 eV
net charge = -1
ΔE to the lowest compared entry with this formula, charge and spin = 2.291 eV
E_LUMO = 3.357 eV

***

The following is a quantum chemistry calculation of C2H4BrI as an isolated structure in a non-equilibrium geometry, from the OMol25 dataset.

Geometry as XYZ:
```
8
Properties=species:S:1:pos:R:3
C 0.01 1.34 -0.40
C -0.50 -1.50 0.62
Br 0.11 -1.92 2.33
I 0.35 -2.70 -0.89
H -0.94 1.81 -0.87
H 0.75 1.96 0.26
H 0.46 0.80 -1.20
H -0.23 0.22 0.16
```

2S+1 = 3
HOMO level (alpha / beta) = -8.24 / -9.96 eV
orbital gap (alpha / beta) = 8.38 / 7.59 eV
ΔE to the lowest compared entry with this formula, charge and spin = 0.640 eV
E_LUMO (alpha / beta) = 0.137 / -2.372 eV
<S²> = 2.014

***

Number 1: calculated total energy -1393.9141 hartree. Number 2: calculated total energy -5058.0531 hartree. Number 3: calculated total energy -360.1544 hartree. Number 4: calculated total energy -7041.8590 hartree. Number 5: calculated total energy -3168.5526 hartree. Number 6: calculated total energy -271.5440 hartree. Number 7: calculated total energy -228.5666 hartree. Number 8: calculated total energy -818.5993 hartree. Number 9: calculated total energy -2950.1183 hartree.